[1]
Here is 15 unconnected molecules or ions with the total composition C13H56N2O21 at a distorted geometry from the OMol25 dataset. Energies are from wB97M-V/def2-TZVPD.

XYZ file:
```
92
Properties=species:S:1:pos:R:3:forces:R:3:mulliken_charge:R:1
C -1.089689 -2.618866 -3.868307 -0.13 0.48 -2.49 0.278
C -0.929809 -1.868176 -5.253357 -0.19 0.97 1.93 -0.817
O -1.161829 -0.449996 -5.127877 0.04 0.40 0.16 -0.602
O -2.411979 -2.576036 -3.426357 -0.58 -0.62 0.03 -0.567
H -0.400429 -2.216636 -3.125857 0.27 -0.13 -0.12 -0.237
H -0.874649 -3.637766 -4.190337 0.25 -0.31 0.70 0.463
H -1.698329 -2.149526 -5.973307 0.62 -1.04 -0.18 0.378
H 0.128491 -1.904696 -5.511767 -0.23 -0.51 -0.64 0.324
H -2.108889 -0.307086 -5.062627 -0.02 -0.07 0.04 0.277
H -2.528049 -1.732716 -2.982577 0.14 0.24 0.21 0.505
C -2.271289 2.424534 3.963253 -0.57 1.10 -0.25 -0.280
C -1.181229 3.265474 3.368953 0.46 -1.52 0.06 0.065
O 0.000141 2.477104 3.575073 0.27 0.95 -0.08 -0.448
O -3.418139 3.262164 4.024153 -0.70 -0.18 -0.01 -0.563
H -1.958969 2.138284 4.967553 -0.22 -0.41 -0.09 0.242
H -2.569499 1.629094 3.280283 0.76 -0.73 0.45 0.103
H -1.135329 4.224314 3.885313 -0.02 0.05 -0.13 0.511
H -1.363629 3.360904 2.298563 0.04 0.48 -0.11 -0.190
H 0.677921 3.142024 3.716793 0.59 -0.43 -0.08 0.242
H -3.910139 2.942614 3.264273 -0.65 0.54 0.17 0.338
C -1.211899 5.493514 -1.199657 0.73 0.09 1.04 -0.138
C -2.414599 5.111194 -0.328007 -0.26 0.84 0.21 -0.215
O -3.476679 6.038934 -0.527827 -0.64 -0.50 -0.73 -0.592
O -0.734469 6.808764 -0.825477 -0.79 -0.29 -0.55 -0.571
H -1.456979 5.423284 -2.259417 -0.23 0.61 0.09 0.188
H -0.320679 4.878094 -1.076857 -0.31 -0.80 0.15 0.207
H -2.275429 5.152784 0.752273 1.07 -0.24 0.13 0.234
H -2.785709 4.103404 -0.514427 -0.10 0.05 -0.43 0.238
H -3.213819 6.920024 -0.251807 0.39 -0.03 0.00 0.341
H -0.305309 6.663324 0.020853 0.17 0.22 0.09 0.338
C -1.354019 -3.806296 -0.319317 -1.10 0.69 0.79 0.789
C -2.879619 -4.145346 -0.212087 0.65 -1.44 -0.36 -0.633
O -3.561789 -3.500646 0.810083 0.02 2.02 1.74 -0.489
O -0.558909 -4.333236 0.772583 -0.65 -0.45 -1.56 -0.547
H -1.183329 -2.729816 -0.332397 -0.45 0.20 0.05 -0.765
H -1.028939 -4.083846 -1.322007 0.34 -0.82 0.36 0.305
H -2.959689 -5.189066 0.091783 0.47 -0.57 -0.70 0.260
H -3.446649 -3.996846 -1.131067 0.62 0.05 -0.47 0.430
H -4.511139 -3.637666 0.770413 0.15 -0.20 -0.29 0.274
H -0.700819 -3.743116 1.516373 0.13 0.36 0.25 0.330
C 5.944581 -1.006426 1.285243 -0.48 1.94 -0.95 -0.430
C 4.711811 -1.603286 1.928173 0.11 -0.90 -0.79 0.025
O 3.888131 -0.739216 2.750073 0.69 -1.19 -0.96 -0.379
O 5.649531 -0.158066 0.122813 1.05 -0.05 1.95 -0.569
H 6.742111 -1.693286 1.001933 -0.37 -0.59 0.10 0.347
H 6.383331 -0.358756 2.044273 0.27 0.39 -0.14 0.273
H 5.050801 -2.536876 2.377183 -0.01 0.08 1.17 0.397
H 4.143191 -2.033796 1.103903 -0.79 0.65 0.16 -0.093
H 4.451381 -0.305256 3.395073 0.15 0.08 0.00 0.276
H 5.023341 -0.571696 -0.475837 -0.49 -0.76 -0.35 0.466
C 0.110771 -0.396406 -0.111167 -1.79 -1.87 -1.16 0.991
C -0.365359 1.002034 -0.222967 -0.41 -0.13 1.03 -0.872
O 0.388141 1.587254 -1.199147 1.39 1.52 -1.53 0.004
O 1.402141 -0.596746 0.333963 0.62 0.26 1.08 1.196
H 0.153021 -0.876876 -1.088647 -0.60 0.43 -0.67 -0.749
H -0.636059 -0.999876 0.404753 0.18 0.11 0.64 0.055
H -0.236979 1.527654 0.723263 -0.06 0.03 0.42 -0.072
H -1.397979 1.100874 -0.557647 -0.38 -0.71 0.63 0.817
H -0.170739 2.281134 -1.556597 0.46 0.32 -0.52 -0.156
H 1.343481 -1.054796 1.175593 0.23 0.04 0.53 -0.621
C 0.441491 -2.315956 3.666413 -2.42 0.26 -0.04 0.681
O 0.081381 -2.271066 2.497623 0.58 0.22 -1.21 -0.402
N 0.050661 -1.429896 4.579033 -0.13 1.65 0.39 -0.457
N 0.949091 -3.354136 4.278513 2.06 -2.76 0.55 -0.417
H 0.506611 -1.516246 5.476113 -0.70 0.98 -0.08 0.140
H -0.597709 -0.719116 4.271613 0.48 0.28 0.53 0.152
H 1.026181 -3.302236 5.284233 0.19 -0.67 -0.46 0.122
H 1.216881 -4.180646 3.763463 0.08 0.23 0.27 0.235
O 3.574861 -1.330566 -1.277577 0.87 0.48 -0.73 -0.811
H 3.326421 -2.196366 -0.953717 -0.35 -0.38 0.18 0.372
H 2.766501 -0.819306 -1.240207 -0.20 0.12 0.15 0.077
O 3.322071 1.397654 0.561643 -0.27 0.95 -0.08 -0.835
H 3.980051 0.702474 0.559973 0.53 -0.08 -0.01 0.343
H 2.492061 0.942844 0.418543 -0.21 -0.22 0.17 0.189
O -2.386429 -0.109296 -2.399097 -0.39 0.08 0.35 -0.525
H -1.803739 0.579864 -2.718087 0.70 0.15 -0.23 0.129
H -3.253859 0.145084 -2.713887 -0.44 0.12 0.09 0.268
O 2.463621 -3.431576 -0.059977 0.24 -0.34 -0.02 -0.626
H 1.694601 -3.262116 0.484193 -0.59 0.06 0.14 0.237
H 2.864491 -4.209996 0.326803 0.07 -0.29 -0.01 0.243
O -1.141009 2.597744 -3.211887 -0.31 -0.16 0.20 -0.439
H -2.073209 2.559984 -3.425897 -0.34 0.23 -0.07 0.244
H -0.769529 3.194194 -3.861877 0.39 0.11 -0.27 0.214
O -3.970399 -0.654066 1.558463 -0.06 0.69 0.08 -0.617
H -4.637039 -1.164896 2.017683 -0.08 -0.14 0.10 0.245
H -3.319069 -1.300056 1.285153 0.12 -0.47 -0.14 0.364
O 1.212801 0.091984 -3.730457 0.40 -0.50 0.01 -0.676
H 1.059921 0.678214 -2.989377 -0.12 0.34 0.35 0.372
H 0.371661 0.056544 -4.185927 -0.45 0.04 -0.32 0.271
O 2.972501 2.076614 -2.808847 0.12 0.46 -0.19 -0.690
H 3.052721 1.195554 -3.174267 0.05 -0.24 -0.25 0.337
H 2.532511 1.948714 -1.968437 0.06 0.04 0.56 0.344
```
Forces are in eV/Å.

HOMO energy, eV: -9.368
Multiplicity: 1
ΔE to the lowest compared entry with this formula, charge and spin, kJ/mol: 186.5
Orbital gap, eV: 9.04

[2]
Here is a molecular structure, C13H8F3N5O3RuS5 at a distorted geometry from the OMol25 dataset. Energies are from wB97M-V/def2-TZVPD.

XYZ file:
```
38
Properties=species:S:1:pos:R:3:forces:R:3:mulliken_charge:R:1
Ru 0.237876 0.139789 -0.411966 1.67 2.51 2.48 0.385
C 0.094476 5.371889 -1.272966 -0.26 -0.44 -0.03 -0.849
S -1.515824 4.525989 -1.163066 -0.08 0.48 0.17 -0.049
C -0.982724 2.929689 -0.716466 1.70 -1.44 -0.92 0.376
S 0.333276 2.160289 -1.612266 -0.54 0.36 0.17 -0.265
N -1.620024 2.333389 0.236434 -2.05 2.15 0.92 -1.698
N -1.238524 1.144089 0.582134 -0.24 -3.68 0.74 1.538
C -1.920424 0.373889 1.434934 0.27 3.30 -1.67 -1.126
C -1.395324 -0.891811 1.710534 1.39 -2.68 0.71 1.341
C -2.009024 -1.848411 2.556634 0.14 1.32 -0.66 -1.105
C -1.411524 -3.061311 2.754734 0.89 -0.54 -0.30 -0.282
C -0.175624 -3.330411 2.144734 -0.86 0.14 0.43 -0.793
C 0.374376 -2.371111 1.323434 0.43 -0.15 0.03 -0.097
N -0.202824 -1.199611 1.098834 -1.09 -0.03 0.39 0.187
H -0.116124 6.376089 -1.624966 0.01 0.09 -0.05 0.325
H 0.730376 4.834389 -1.968966 0.08 0.15 -0.05 0.283
H 0.547876 5.395789 -0.285666 0.05 0.06 -0.02 0.296
H -2.844524 0.742989 1.861334 -0.01 0.01 0.07 0.341
H -2.959424 -1.607411 3.003234 -0.13 0.03 0.08 0.424
H -1.889724 -3.817011 3.360734 -0.02 0.00 0.08 0.408
H 0.319076 -4.277411 2.289034 0.07 -0.04 -0.03 0.418
H 1.317476 -2.541311 0.814834 -0.10 0.10 -0.10 0.412
S 1.833576 1.470389 1.554434 -1.96 -0.93 -1.34 -0.299
C 3.353576 1.056189 0.880234 0.20 -1.21 -1.63 0.607
C 4.457776 1.590189 1.570034 0.54 0.10 0.23 -0.178
N 5.344876 2.009389 2.168534 0.28 0.21 0.20 -0.516
C 3.568876 0.226489 -0.209666 -1.12 1.24 1.52 0.599
S 2.357876 -0.613311 -1.106366 0.11 -0.58 -0.59 -0.191
C 4.886976 -0.021811 -0.630566 0.75 -0.14 -0.20 -0.210
N 5.955476 -0.245911 -0.989666 0.26 -0.05 -0.09 -0.516
F -2.110324 -3.743211 -3.230966 0.10 -0.05 0.15 -0.225
C -2.242824 -2.411211 -3.183666 0.13 0.01 0.08 0.523
F -1.589624 -1.908411 -4.235366 0.16 0.15 0.21 -0.222
F -3.539824 -2.138611 -3.364866 -0.08 0.14 0.31 -0.226
S -1.585524 -1.757811 -1.539866 -1.20 -1.22 -1.55 1.209
O -2.259324 -2.565211 -0.565166 -0.13 -0.18 0.18 -0.623
O -1.949124 -0.353711 -1.554066 0.32 0.47 -0.11 -0.607
O -0.155624 -1.975911 -1.678266 0.31 0.34 0.17 -0.596
```
Forces are in eV/Å.

HOMO energy (alpha / beta), eV: -4.478 / -4.437
Multiplicity: 2
Net charge: -1
ΔE to the lowest compared entry with this formula, charge and spin, kJ/mol: 0.3
Orbital gap (alpha / beta), eV: 5.18 / 5.10

[3]
Here is a single C13H8F5O3P molecule at a distorted geometry from the OMol25 dataset. Energies are from wB97M-V/def2-TZVPD.

XYZ file:
```
30
Properties=species:S:1:pos:R:3:forces:R:3:mulliken_charge:R:1
C 5.273843 0.283542 0.565271 -0.58 -0.37 0.36 -0.891
P 4.081263 -0.308246 -0.755601 0.71 0.32 -1.97 0.020
O 4.002660 -2.011079 -0.637336 -0.01 1.20 0.81 -0.499
C 2.342769 0.244634 -0.395335 -2.16 -0.49 1.81 0.464
C 1.761617 1.480345 -0.932444 -0.99 -0.76 0.78 -0.563
C 0.377370 1.886911 -0.653128 0.67 -2.01 1.22 -0.696
C -0.433304 1.013990 0.180588 1.37 -0.96 -0.23 0.517
C 0.139974 -0.240330 0.728936 0.31 0.65 -0.80 0.445
C 1.517596 -0.652444 0.462374 -1.27 2.67 -0.97 -0.440
C -0.834161 -1.121400 1.584003 0.00 0.73 -1.25 -0.139
O -0.472036 -1.787115 2.518163 -0.30 0.12 -0.49 -0.496
C -2.327396 -1.088195 1.089591 0.10 0.48 -0.25 -0.279
C -2.852959 0.054211 0.577876 0.19 -0.12 0.74 0.221
C -4.327768 0.105988 0.030239 1.12 -0.48 -0.90 0.595
F -5.188216 -0.703477 0.738263 0.72 1.27 -0.45 -0.257
F -4.785295 1.391245 -0.090740 0.16 -1.55 0.50 -0.266
C -4.256348 -0.508934 -1.449315 0.90 0.35 -0.83 0.667
F -4.233593 -1.872765 -1.416765 -0.50 1.67 -0.08 -0.228
F -3.048145 -0.129176 -2.022118 -1.50 -0.29 0.64 -0.266
F -5.230480 -0.028076 -2.269531 0.95 -1.05 1.19 -0.235
C -1.933502 1.331085 0.511722 0.82 -0.91 -0.27 0.107
O -2.316427 2.449005 0.728000 -0.01 -0.52 -0.28 -0.480
H 5.172647 1.399750 0.631731 0.01 -1.03 0.09 0.305
H 5.075617 -0.230921 1.541339 0.37 0.69 -0.63 0.291
H 6.306275 0.058509 0.183363 -1.02 0.11 0.40 0.299
H 4.886813 -2.376659 -0.814952 -0.46 0.25 -0.03 0.308
H 2.346269 2.164593 -1.595413 -0.35 -0.90 0.69 0.312
H -0.067251 2.833347 -1.049207 0.61 -1.03 0.36 0.389
H 1.940747 -1.597996 0.869590 -0.48 0.91 -0.36 0.411
H -2.918579 -2.040344 1.140839 0.65 1.06 0.21 0.384
```
Forces are in eV/Å.

HOMO energy, eV: -8.330
Multiplicity: 1
Orbital gap, eV: 7.09